[1]
This record from the OMol25 dataset describes a molecular structure, C16H13IrN4O2S3Se in a non-equilibrium geometry. The level of theory is ωB97M-V/def2-TZVPD.

Structure (XYZ):
```
40
C16H13IrN4O2S3Se, DFT ωB97M-V/def2-TZVPD
Ir -0.19 -0.35 -1.03
O -3.38 0.65 2.57
C -2.39 0.25 3.45
C -2.77 0.53 4.80
C -1.95 0.28 5.82
C -0.71 -0.35 5.58
C -0.37 -0.60 4.29
C -1.16 -0.28 3.18
C -0.44 -0.34 1.89
O -1.07 0.01 0.80
N 0.84 -0.67 1.91
N 1.40 -0.58 0.70
C 2.61 -0.99 0.56
S 3.64 -0.42 -0.70
C 4.91 -1.64 -0.36
C 5.03 -1.92 1.13
S 3.38 -1.80 1.94
H -3.01 0.52 1.66
H -3.77 1.00 4.89
H -2.33 0.39 6.79
H -0.09 -0.64 6.47
H 0.65 -1.03 3.99
H 5.89 -1.24 -0.68
H 4.61 -2.53 -0.92
H 5.78 -1.24 1.52
H 5.50 -2.90 1.25
S 2.51 -0.65 -4.80
C 1.52 -0.83 -3.63
N 0.93 -0.91 -2.60
Se -1.99 1.30 -1.58
C -2.15 1.41 -3.54
C -3.44 1.78 -4.02
C -3.62 2.06 -5.36
N -2.60 1.96 -6.16
C -1.38 1.52 -5.78
C -1.06 1.22 -4.43
H -4.14 1.79 -3.08
H -4.48 2.49 -5.86
H -0.67 1.59 -6.57
H -0.05 1.14 -4.10
```

Values from the calculation:
Spin multiplicity = 6
Net charge = +1
HOMO (spin up / spin down) = -10.48 / -10.45 eV
<S²> = 8.796
HOMO-LUMO gap (spin up / spin down) = 6.512 / 2.356 eV

The molecule's natural (NBO) atomic charges, reported in e, are given here: number 1, Ir, carries 1.2402; number 2, O, carries -0.6598; number 3, C, carries 0.3632; number 4, C, carries -0.2565; number 5, C, carries -0.1615; number 6, C, carries -0.2452; number 7, C, carries -0.1392; number 8, C, carries -0.2556; number 9, C, carries 0.5870; number 10, O, carries -0.7347; number 11, N, carries -0.3646; number 12, N, carries -0.4070; number 13, C, carries -0.0567; number 14, S, carries 0.3693; number 15, C, carries -0.5383; number 16, C, carries -0.5398; number 17, S, carries 0.3619; number 18, H, carries 0.4916; number 19, H, carries 0.2348; number 20, H, carries 0.2207; number 21, H, carries 0.2293; number 22, H, carries 0.2443; number 23, H, carries 0.2552; number 24, H, carries 0.2317; number 25, H, carries 0.2316; number 26, H, carries 0.2498; number 27, S, carries 0.0847; number 28, C, carries 0.1384; number 29, N, carries -0.7301; number 30, Se, carries -0.0159; number 31, C, carries -0.0868; number 32, C, carries -0.2690; number 33, C, carries 0.0048; number 34, N, carries 0.0220; number 35, C, carries 0.0113; number 36, C, carries -0.2279; number 37, H, carries 0.2983; number 38, H, carries 0.2787; number 39, H, carries 0.2650; number 40, H, carries 0.2749

[2]
This record from the OMol25 dataset describes a single C16H13N3O4 molecule in a non-equilibrium geometry. The level of theory is ωB97M-V/def2-TZVPD.

Structure (XYZ):
```
36
C16H13N3O4, DFT ωB97M-V/def2-TZVPD
O -1.13 -2.36 0.24
C -0.77 -1.28 -0.22
N 0.57 -1.04 -0.42
C 1.08 0.26 -0.40
C 2.46 0.45 0.05
C 2.80 1.54 0.86
C 4.10 1.72 1.30
C 5.09 0.82 0.94
C 4.75 -0.26 0.14
N 5.78 -1.20 -0.25
O 5.44 -2.14 -0.94
O 6.91 -0.99 0.13
C 3.45 -0.46 -0.30
C 0.26 1.25 -0.76
C -1.11 0.90 -1.24
N -1.61 -0.27 -0.52
C -3.01 -0.31 -0.25
C -3.88 0.19 -1.21
C -5.24 0.29 -0.97
C -5.75 -0.11 0.25
C -4.90 -0.64 1.20
C -3.53 -0.77 0.97
O -2.78 -1.29 1.96
H 1.17 -1.79 -0.11
H 2.03 2.23 1.15
H 4.34 2.56 1.93
H 6.11 0.94 1.27
H 3.24 -1.30 -0.94
H 0.56 2.28 -0.77
H -1.80 1.73 -1.06
H -1.10 0.70 -2.32
H -3.50 0.50 -2.17
H -5.89 0.68 -1.73
H -6.80 -0.02 0.46
H -5.27 -0.98 2.16
H -2.08 -1.85 1.57
```

Values from the calculation:
HOMO = -8.53 eV
SMILES = O=C1NC(c2cccc([N+](=O)[O-])c2)=CCN1c1ccccc1O
HOMO-LUMO gap = 7.683 eV

The molecule's natural (NBO) atomic charges, reported in e, are given here: number 1, O, carries -0.6730; number 2, C, carries 0.8065; number 3, N, carries -0.6242; number 4, C, carries 0.1707; number 5, C, carries -0.0662; number 6, C, carries -0.1477; number 7, C, carries -0.2032; number 8, C, carries -0.1995; number 9, C, carries 0.0920; number 10, N, carries 0.5160; number 11, O, carries -0.3734; number 12, O, carries -0.3682; number 13, C, carries -0.2087; number 14, C, carries -0.2539; number 15, C, carries -0.2383; number 16, N, carries -0.4272; number 17, C, carries 0.0447; number 18, C, carries -0.2132; number 19, C, carries -0.2378; number 20, C, carries -0.1969; number 21, C, carries -0.2728; number 22, C, carries 0.3779; number 23, O, carries -0.7044; number 24, H, carries 0.4211; number 25, H, carries 0.2256; number 26, H, carries 0.2271; number 27, H, carries 0.2523; number 28, H, carries 0.2496; number 29, H, carries 0.2241; number 30, H, carries 0.2311; number 31, H, carries 0.1969; number 32, H, carries 0.2119; number 33, H, carries 0.2145; number 34, H, carries 0.2153; number 35, H, carries 0.2251; number 36, H, carries 0.5062

[3]
This record from the OMol25 dataset describes a single C16H13NO3S2 molecule in a non-equilibrium geometry. The level of theory is ωB97M-V/def2-TZVPD.

Structure (XYZ):
```
35
C16H13NO3S2, DFT ωB97M-V/def2-TZVPD
C -4.44 -0.10 -4.27
O -3.78 0.42 -3.12
C -4.25 -0.03 -1.92
O -5.03 -0.98 -1.76
C -3.79 0.64 -0.70
C -4.23 0.34 0.56
C -3.54 1.20 1.48
C -2.72 2.01 0.78
C -1.91 3.17 1.38
S -1.53 2.94 3.20
C -0.41 1.60 3.22
N 0.36 1.23 2.19
C 1.07 0.07 2.49
C 1.88 -0.49 1.44
C 2.29 0.31 0.35
C 3.13 -0.18 -0.66
C 3.62 -1.49 -0.59
C 3.20 -2.32 0.43
C 2.36 -1.81 1.46
C 0.85 -0.42 3.76
S -0.37 0.54 4.60
O -2.88 1.71 -0.59
H -4.01 0.35 -5.19
H -4.32 -1.18 -4.36
H -5.53 0.09 -4.18
H -4.90 -0.47 0.81
H -3.61 1.28 2.55
H -2.44 4.12 1.29
H -0.93 3.22 0.85
H 1.93 1.36 0.30
H 3.42 0.47 -1.45
H 4.31 -1.81 -1.38
H 3.49 -3.33 0.38
H 2.13 -2.51 2.25
H 1.26 -1.31 4.18
```

Values from the calculation:
HOMO = -8.29 eV
SMILES = COC(=O)c1ccc(CSc2nc(-c3ccccc3)cs2)o1
HOMO-LUMO gap = 8.623 eV

The molecule's natural (NBO) atomic charges, reported in e, are given here: number 1, C, carries -0.2657; number 2, O, carries -0.4881; number 3, C, carries 0.7416; number 4, O, carries -0.5928; number 5, C, carries 0.1326; number 6, C, carries -0.1965; number 7, C, carries -0.3278; number 8, C, carries 0.3004; number 9, C, carries -0.5434; number 10, S, carries 0.2843; number 11, C, carries -0.1336; number 12, N, carries -0.4635; number 13, C, carries 0.0878; number 14, C, carries -0.0051; number 15, C, carries -0.1957; number 16, C, carries -0.2108; number 17, C, carries -0.2051; number 18, C, carries -0.2096; number 19, C, carries -0.2060; number 20, C, carries -0.4160; number 21, S, carries 0.4215; number 22, O, carries -0.4108; number 23, H, carries 0.2017; number 24, H, carries 0.1958; number 25, H, carries 0.1951; number 26, H, carries 0.2448; number 27, H, carries 0.2372; number 28, H, carries 0.2481; number 29, H, carries 0.2594; number 30, H, carries 0.2331; number 31, H, carries 0.2129; number 32, H, carries 0.2144; number 33, H, carries 0.2125; number 34, H, carries 0.2087; number 35, H, carries 0.2387

[4]
This record from the OMol25 dataset describes a molecular structure, C16H14AsCuF6N2O2. The level of theory is ωB97M-V/def2-TZVPD.

Structure (XYZ):
```
42
C16H14AsCuF6N2O2, DFT ωB97M-V/def2-TZVPD
Cu -0.38 -0.36 0.19
O 0.97 -1.56 0.41
C 2.18 -1.29 0.83
C 3.19 -2.23 0.58
C 4.47 -2.01 1.02
C 4.81 -0.85 1.74
C 3.84 0.07 2.00
C 2.52 -0.12 1.55
C 1.53 0.85 1.84
N 0.32 0.84 1.42
C -0.62 1.92 1.78
C -1.45 2.19 0.54
N -1.71 0.89 -0.10
C -2.68 0.77 -0.94
C -2.94 -0.36 -1.76
C -3.95 -0.28 -2.74
C -4.17 -1.32 -3.60
C -3.36 -2.46 -3.49
C -2.37 -2.57 -2.55
C -2.14 -1.51 -1.65
O -1.21 -1.67 -0.74
H 2.92 -3.11 0.01
H 5.23 -2.75 0.80
H 5.83 -0.70 2.08
H 4.08 0.98 2.54
H 1.83 1.69 2.47
H -0.06 2.81 2.07
H -1.24 1.59 2.61
H -0.90 2.81 -0.17
H -2.39 2.67 0.80
H -3.34 1.62 -1.04
H -4.54 0.63 -2.80
H -4.93 -1.26 -4.36
H -3.51 -3.28 -4.18
H -1.73 -3.44 -2.48
F 1.01 1.70 -1.03
As 0.74 1.68 -2.78
F 1.28 3.31 -2.88
F 2.34 1.09 -3.01
F 0.40 1.61 -4.46
F 0.15 0.05 -2.55
F -0.89 2.26 -2.46
```

Values from the calculation:
HOMO = -8.73 eV
HOMO-LUMO gap = 6.215 eV

The molecule's Löwdin atomic charges, reported in e, are given here: number 1, Cu, carries 0.7664; number 2, O, carries -0.0687; number 3, C, carries -0.2872; number 4, C, carries 0.0115; number 5, C, carries -0.0541; number 6, C, carries -0.0819; number 7, C, carries -0.0324; number 8, C, carries -0.1360; number 9, C, carries -0.0354; number 10, N, carries -0.0426; number 11, C, carries -0.1440; number 12, C, carries -0.1558; number 13, N, carries -0.0304; number 14, C, carries -0.0440; number 15, C, carries -0.1404; number 16, C, carries -0.0243; number 17, C, carries -0.0783; number 18, C, carries -0.0523; number 19, C, carries 0.0124; number 20, C, carries -0.3064; number 21, O, carries -0.0797; number 22, H, carries 0.1247; number 23, H, carries 0.1108; number 24, H, carries 0.1035; number 25, H, carries 0.1165; number 26, H, carries 0.1512; number 27, H, carries 0.1315; number 28, H, carries 0.1289; number 29, H, carries 0.1131; number 30, H, carries 0.1322; number 31, H, carries 0.1545; number 32, H, carries 0.1186; number 33, H, carries 0.1033; number 34, H, carries 0.1103; number 35, H, carries 0.1249; number 36, F, carries -0.2605; number 37, As, carries 0.7253; number 38, F, carries -0.2366; number 39, F, carries -0.2330; number 40, F, carries -0.2281; number 41, F, carries -0.2353; number 42, F, carries -0.2523

[5]
This record from the OMol25 dataset describes a molecular structure, C16H14BrFGd in a non-equilibrium geometry. The level of theory is ωB97M-V/def2-TZVPD.

Structure (XYZ):
```
33
C16H14BrFGd, DFT ωB97M-V/def2-TZVPD
C -0.27 2.63 -0.37
C 0.89 2.17 0.32
C 1.55 1.24 -0.52
H 1.19 2.59 1.29
C 0.81 1.09 -1.73
C -0.29 2.01 -1.66
H -1.04 2.09 -2.45
H -0.73 3.62 -0.15
H 2.57 0.88 -0.31
H 1.05 0.51 -2.65
Gd -0.61 0.11 0.47
Br -0.95 0.97 2.95
C -3.17 -0.98 -1.06
C -3.25 -0.13 -2.19
C -3.42 1.21 -1.73
H -3.25 -0.45 -3.23
C -3.45 1.18 -0.31
C -3.19 -0.16 0.12
H -3.10 -0.50 1.16
H -3.16 -2.08 -1.06
H -3.56 2.10 -2.35
H -3.68 2.03 0.35
F 4.91 -2.41 2.37
C 3.66 -2.17 1.82
C 3.20 -2.95 0.77
C 1.96 -2.66 0.11
C 1.17 -1.66 0.62
C 1.62 -0.98 1.75
C 2.82 -1.28 2.42
H 3.84 -3.81 0.49
H 1.75 -3.24 -0.79
H 1.07 -0.15 2.19
H 3.06 -0.81 3.38
```

Values from the calculation:
Spin multiplicity = 8
Net charge = -1
HOMO (spin up / spin down) = -4.26 / -4.34 eV
<S²> = 15.986
HOMO-LUMO gap (spin up / spin down) = 6.286 / 7.274 eV

The molecule's Löwdin atomic charges, reported in e, are given here: number 1, C, carries -0.2408; number 2, C, carries -0.3121; number 3, C, carries -0.2700; number 4, H, carries 0.0928; number 5, C, carries -0.1879; number 6, C, carries -0.1844; number 7, H, carries 0.0856; number 8, H, carries 0.1089; number 9, H, carries 0.1091; number 10, H, carries 0.1055; number 11, Gd, carries 1.2101; number 12, Br, carries -0.0106; number 13, C, carries -0.2059; number 14, C, carries -0.1746; number 15, C, carries -0.1976; number 16, H, carries 0.0737; number 17, C, carries -0.2053; number 18, C, carries -0.3649; number 19, H, carries 0.0477; number 20, H, carries 0.0773; number 21, H, carries 0.0812; number 22, H, carries 0.0899; number 23, F, carries -0.0028; number 24, C, carries -0.2853; number 25, C, carries -0.0361; number 26, C, carries -0.1266; number 27, C, carries -0.2467; number 28, C, carries -0.2591; number 29, C, carries -0.0244; number 30, H, carries 0.1088; number 31, H, carries 0.0861; number 32, H, carries -0.0622; number 33, H, carries 0.1206

[6]
This record from the OMol25 dataset describes a molecular structure, C16H14Cl3N2OPdS2Si. The level of theory is ωB97M-V/def2-TZVPD.

Structure (XYZ):
```
40
C16H14Cl3N2OPdS2Si, DFT ωB97M-V/def2-TZVPD
Pd 2.29 -1.64 1.23
C -0.83 1.71 0.79
C 0.06 0.64 1.34
N 0.91 0.01 0.62
N 1.02 0.45 -0.71
C 1.34 -0.53 -1.47
S 1.49 -2.21 -1.12
S 1.92 -0.32 -3.10
C 0.44 -0.91 -4.02
C -0.61 0.16 -4.06
C -0.53 1.22 -4.96
C -1.51 2.20 -4.96
C -2.57 2.13 -4.06
C -2.65 1.07 -3.16
C -1.67 0.09 -3.16
C -0.08 0.20 2.76
C -0.47 1.11 3.71
C -0.69 0.74 5.05
C -0.58 -0.60 5.46
C -0.22 -1.54 4.55
C 0.11 -1.19 3.19
O 0.54 -2.11 2.44
H -0.26 2.36 0.13
H -1.61 1.24 0.19
H -1.31 2.29 1.57
H 0.82 -1.21 -4.99
H 0.09 -1.80 -3.49
H 0.29 1.27 -5.66
H -1.45 3.01 -5.67
H -3.34 2.89 -4.07
H -3.48 1.01 -2.48
H -1.74 -0.74 -2.47
H -0.60 2.15 3.46
H -0.97 1.50 5.77
H -0.78 -0.87 6.49
H -0.09 -2.59 4.81
Cl 5.79 -2.97 1.55
Si 3.84 -3.25 1.98
Cl 3.72 -4.50 3.56
Cl 3.36 -0.45 2.96
```

Values from the calculation:
Spin multiplicity = 5
Net charge = +1
HOMO (spin up / spin down) = -10.84 / -11.88 eV
<S²> = 6.062
HOMO-LUMO gap (spin up / spin down) = 7.343 / 5.491 eV

The molecule's natural (NBO) atomic charges, reported in e, are given here: number 1, Pd, carries 0.8045; number 2, C, carries -0.6871; number 3, C, carries 0.3342; number 4, N, carries -0.3598; number 5, N, carries -0.2775; number 6, C, carries -0.1553; number 7, S, carries 0.0908; number 8, S, carries 0.5236; number 9, C, carries -0.5569; number 10, C, carries 0.0211; number 11, C, carries -0.2244; number 12, C, carries -0.1912; number 13, C, carries -0.1936; number 14, C, carries -0.1941; number 15, C, carries -0.2425; number 16, C, carries -0.1155; number 17, C, carries -0.1157; number 18, C, carries -0.0939; number 19, C, carries -0.2065; number 20, C, carries -0.1662; number 21, C, carries 0.4522; number 22, O, carries -0.5535; number 23, H, carries 0.2690; number 24, H, carries 0.2576; number 25, H, carries 0.2324; number 26, H, carries 0.2569; number 27, H, carries 0.2488; number 28, H, carries 0.2197; number 29, H, carries 0.2285; number 30, H, carries 0.2267; number 31, H, carries 0.2199; number 32, H, carries 0.2099; number 33, H, carries 0.2241; number 34, H, carries 0.2339; number 35, H, carries 0.2453; number 36, H, carries 0.2448; number 37, Cl, carries -0.3338; number 38, Si, carries 0.9952; number 39, Cl, carries -0.3324; number 40, Cl, carries -0.5393

Number 1: M 660.7 u. Number 2: M 311.3 u. Number 3: M 331.4 u. Number 4: M 518.8 u. Number 5: M 462.4 u. Number 6: M 555.3 u.